Record 1
10
Properties=species:S:1:pos:R:3 method="wB97M-V/def2-TZVPD" smiles="O=[SH]#S#P(O)SS" e_tot_ha=-2086.36569 relative_energy_ev=1.343 e_homo_ev=-8.96 gap_ev=8.397
O -0.1868 2.2865 0.9662
S 1.1301 2.0541 0.4250
S 1.0225 0.5849 -1.2832
P 0.5470 -1.0271 -0.0633
O 1.0516 -0.2313 1.3467
S -1.6603 -0.8600 0.0669
S -2.1922 -2.6681 -0.8412
H 1.2857 2.8307 -0.6396
H 1.4150 -0.7118 2.0757
H -2.4127 -2.2579 -2.0531

***

Record 2
7
Properties=species:S:1:pos:R:3 method="wB97M-V/def2-TZVPD" charge=-1 e_tot_ha=-839.94861 relative_energy_ev=0.989 e_homo_ev=-2.83 gap_ev=6.690
O 0.2021 -2.1383 -1.7069
O 0.8029 1.9418 1.3668
Si 0.1531 -1.2749 -0.4587
S 0.0463 1.7062 0.0117
H -1.2790 2.1596 0.2840
H -1.1256 -0.8827 0.0823
H 1.2003 -1.5117 0.4209

***

Record 3
8
Properties=species:S:1:pos:R:3 method="wB97M-V/def2-TZVPD" e_tot_ha=-967.04460 relative_energy_ev=3.526 e_homo_ev="-8.92 / -8.92" gap_ev="7.189 / 7.188"
O 0.6687 -1.2546 0.6797
O 0.3029 -0.0940 -1.4488
O 1.0332 1.1762 0.5282
P -0.0526 0.0603 0.1041
S -2.9633 0.0781 0.1660
H 0.5459 -1.3984 1.6174
H -0.3195 -0.6365 -1.9361
H 0.7847 2.0689 0.2893

***

Record 4
7
Properties=species:S:1:pos:R:3 method="wB97M-V/def2-TZVPD" e_tot_ha=-354.99841 multiplicity=4 e_homo_ev="-6.14 / -10.17" gap_ev="6.580 / 8.619"
O -0.1598 0.7867 -1.9798
Pd -1.4077 -0.2898 -0.0748
O 0.1868 -0.2434 -1.0508
H 0.8877 0.2211 -0.3818
O -0.2795 0.1696 0.9942
H -0.2373 0.0356 1.9393
H -1.0929 0.4910 -2.2213

***

Record 5
9
Properties=species:S:1:pos:R:3 method="wB97M-V/def2-TZVPD" smiles="O=[P@@]([O-])(O)[SiH2][O-]" charge=-2 e_tot_ha=-933.67975 relative_energy_ev=0.633 e_homo_ev=-0.02 gap_ev=7.177
O 1.9304 -0.1626 -1.3317
P 1.0480 -0.1732 -0.0559
O 1.5731 -1.0858 1.1474
O 1.1972 1.3646 0.6046
Si -1.2784 -0.2267 -0.2902
O -2.0182 0.6414 0.7105
H 0.7227 1.0929 1.4027
H -1.8526 0.2909 -1.8461
H -1.3223 -1.7415 -0.3414

***

Record 6
10
Properties=species:S:1:pos:R:3 method="wB97M-V/def2-TZVPD" smiles="O=[SH](=O)O[Si@H]([O-])O" charge=-1 e_tot_ha=-1065.83650 relative_energy_ev=0.246 e_homo_ev=-6.28 gap_ev=9.897
O -1.5281 -0.3600 -1.2611
S -1.4134 0.1634 0.1034
O -2.6816 0.6746 0.5612
O -0.3376 1.0920 0.3232
Si 1.5872 0.1357 0.1933
O 2.7319 1.0987 0.3402
O 1.1611 -0.6274 -1.1624
H -0.9604 -0.7718 1.0183
H 1.2134 -0.8755 1.1419
H 0.2275 -0.5298 -1.2581

***

Record 7
11
Properties=species:S:1:pos:R:3 method="wB97M-V/def2-TZVPD" charge=-1 e_tot_ha=-1136.16161 relative_energy_ev=0.479 e_homo_ev=-5.82 gap_ev=9.615
O -1.3879 -1.5996 -0.6131
O 0.1819 -0.7336 -2.3214
O -1.5297 0.8771 -1.1998
O 1.9291 1.6102 0.7628
O -0.4294 0.6979 1.9585
O 1.1971 -1.2830 1.5149
P -0.6394 -0.2907 -1.1953
P 0.6098 -0.1128 0.9042
H 1.8805 1.6842 -0.1906
H -1.0003 1.3185 1.4433
H -0.8117 -2.1682 -1.0633

***

Record 8
6
Properties=species:S:1:pos:R:3 method="wB97M-V/def2-TZVPD" smiles="O[PH2]=S" e_tot_ha=-816.57822 relative_energy_ev=0.112 e_homo_ev=-9.13 gap_ev=9.816
O -0.8177 0.9616 -0.1127
P 0.1099 -0.4495 -0.0660
S 1.9688 -0.0204 -0.0640
H -0.6239 1.8466 0.2059
H -0.5356 -1.2613 -1.0534
H -0.1015 -1.0770 1.0902